(1)
A cluster of 2 separate species, C5H9NO in total in a non-equilibrium geometry, computed with the ωB97M-V functional and the def2-TZVPD basis.

The geometry in XYZ format:
```
16
Properties=species:S:1:pos:R:3:forces:R:3:mulliken_charge:R:1
C -1.529661 -0.735562 -1.275275 -0.372 -0.119 -0.040 -1.08
C -0.237552 -0.603030 -0.557538 -0.149 -0.124 -0.525 0.92
C -0.115410 -1.215648 0.823434 0.076 -0.032 -0.090 -1.23
O 0.602023 0.086628 -1.094625 -0.470 -1.360 -1.042 -0.59
H -1.967512 -1.725221 -1.166189 -0.201 0.023 -0.011 0.36
H -1.360990 -0.473059 -2.322371 -0.169 -0.116 0.184 0.31
H -2.179106 0.022164 -0.820865 -0.171 -0.143 -0.049 0.24
H -0.728366 -0.611372 1.503918 0.062 -0.168 -0.143 0.35
H 0.911861 -1.223092 1.196404 -0.158 0.007 -0.140 0.29
H -0.518994 -2.231835 0.821927 0.073 0.105 -0.014 0.43
C 1.805634 1.269932 0.332144 -0.767 1.229 1.057 -0.85
C -0.000213 1.756894 0.660035 0.491 -1.218 -0.395 0.25
N -1.144861 1.881593 0.898254 2.685 0.053 -0.451 -0.51
H 2.082748 2.150054 -0.227258 0.204 0.401 0.479 0.35
H 2.020512 1.237651 1.377769 0.640 0.756 0.582 0.39
H 2.359882 0.413898 -0.149764 -1.775 0.706 0.600 0.34
```
Forces are in eV/Å.

Computed properties:
Total energy in eV: -8864.906
HOMO in eV: -9.5
Orbital gap in eV: 9.84
SMILES: CC(C)=O.CC#N
Total charge: 0



(2)
A cluster of 2 separate species, C2H7OPS in total in a non-equilibrium geometry, computed with the ωB97M-V functional and the def2-TZVPD basis.

The geometry in XYZ format:
```
12
Properties=species:S:1:pos:R:3:forces:R:3:mulliken_charge:R:1
C -1.165789 1.153183 -0.843897 -0.382 -0.198 2.592 -0.91
C 0.560464 -0.120200 0.998021 -0.731 3.698 2.005 -0.55
O -1.564119 -1.388812 -0.201728 -0.012 0.068 0.041 -0.57
P 1.660254 -0.832603 -0.243209 1.085 0.837 -1.800 -0.11
S -1.302213 -0.130643 0.535110 1.285 0.759 0.189 0.48
H -0.617464 2.066890 -0.496674 -0.347 -1.114 -0.838 0.30
H -2.182856 1.328949 -1.130118 -0.581 0.425 -0.039 0.34
H -0.801493 0.416492 -1.494960 1.368 -0.043 -1.725 0.35
H 0.802457 1.502212 1.043955 -0.442 -4.474 -0.063 0.19
H 0.666002 -0.380836 2.097707 -0.212 0.202 -1.467 0.40
H 1.219953 -2.085206 -0.597116 -1.278 -0.583 0.020 0.04
H 2.724803 -1.529429 0.332912 0.247 0.422 1.085 0.04
```
Forces are in eV/Å.

Computed properties:
Total energy in eV: -24354.610
HOMO in eV: -9.0
Orbital gap in eV: 9.14
Total charge: 0



(3)
A structure of composition C9H18ClIO3PV in a non-equilibrium geometry, computed with the ωB97M-V functional and the def2-TZVPD basis.

The geometry in XYZ format:
```
34
Properties=species:S:1:pos:R:3:forces:R:3:mulliken_charge:R:1
C -0.928589 5.559666 -0.623911 1.052 -0.396 -0.649 -0.74
C -1.340394 4.255720 -0.153112 -4.799 -1.824 3.700 0.74
H -1.478079 6.356646 -0.084679 -0.095 -0.599 0.048 0.36
H -1.129652 5.599136 -1.710202 0.125 0.064 0.264 0.34
H 0.153858 5.658271 -0.432385 -0.197 0.090 -0.191 0.35
O -1.999202 3.481437 0.413940 3.962 3.065 -3.089 -0.10
I 2.724282 1.654485 -1.488859 0.151 0.843 -0.185 -0.13
V 0.982833 0.348662 -0.407903 3.031 -3.134 -3.024 0.08
P -1.131830 -0.042198 -1.194436 -2.032 -1.331 -0.865 1.38
C -2.080455 -0.958113 0.054153 0.104 0.146 0.377 -1.20
C -2.296341 1.165656 -1.869891 0.046 0.528 -0.111 -1.14
H 0.055235 -1.008310 -3.073564 -0.237 -0.167 -0.018 0.42
H -1.706214 -1.279107 -3.206697 0.107 -0.004 0.129 0.40
H -0.721190 -2.265362 -2.076149 -0.002 0.329 -0.076 0.40
C -0.853425 -1.270770 -2.519281 0.090 0.166 -0.323 -1.32
H -1.746545 1.902662 -2.467837 -0.207 -0.138 -0.060 0.34
H -3.029143 0.655445 -2.511277 0.211 0.149 0.236 0.40
H -3.082489 -1.182508 -0.330529 0.225 -0.037 0.026 0.41
H -2.170315 -0.352892 0.962203 -0.135 -0.132 -0.070 0.41
H -2.820977 1.682982 -1.058714 0.017 -0.228 -0.198 0.30
H -1.550681 -1.879907 0.321978 -0.118 0.145 -0.064 0.35
C 0.477072 0.917515 1.273661 -2.327 2.796 9.027 0.46
O 0.150888 1.281538 2.345380 1.544 -1.695 -5.310 -0.22
Cl 1.762078 -1.719611 -0.702848 -0.641 1.388 0.154 -0.32
C 3.153409 -1.889609 2.335540 -0.111 0.576 0.374 -0.99
C 1.807607 -2.581429 2.251780 -0.114 -0.065 -0.122 0.77
C 1.890659 -3.986759 1.700924 -0.598 -0.095 0.341 -1.08
O 0.745718 -2.038317 2.552578 1.167 -0.262 -0.575 -0.57
H 3.967714 -2.562209 2.639494 -0.346 0.177 -0.159 0.40
H 3.081591 -1.058671 3.039883 0.084 -0.049 0.049 0.29
H 3.404579 -1.456102 1.355434 0.007 -0.329 0.246 0.22
H 0.934148 -4.481365 1.873114 0.109 -0.122 -0.034 0.31
H 2.068818 -3.958336 0.618100 0.128 0.017 0.302 0.26
H 2.705031 -4.548244 2.174108 -0.201 0.128 -0.151 0.40
```
Forces are in eV/Å.

Computed properties:
Total energy in eV: -71349.660
HOMO (spin up / spin down) in eV: -14.5 / -14.5
Multiplicity: 3
Orbital gap (spin up / spin down) in eV: 4.67 / 4.67
Total charge: +2



(4)
A structure of composition C24H18F5IN14O2S2W, computed with the ωB97M-V functional and the def2-TZVPD basis.

The geometry in XYZ format:
```
67
Properties=species:S:1:pos:R:3:forces:R:3:mulliken_charge:R:1
W 0.344545 0.481343 -0.304491 0.343 -0.102 0.254 3.93
N 1.419908 -2.450837 -2.372379 0.185 0.063 -0.014 0.18
C 1.034255 -1.279974 -2.978022 -0.209 -0.062 0.009 -0.14
N 1.182325 -1.088871 -4.269713 0.037 0.003 -0.002 -0.62
N 0.721080 0.164331 -4.474407 0.006 0.028 0.033 -1.03
N 0.322428 0.685644 -3.382456 0.071 0.006 -0.032 -0.27
N 0.491758 -0.218192 -2.374199 0.158 0.217 -0.012 0.92
C 1.507675 -2.580945 -1.036888 -0.103 -0.079 -0.001 0.40
N 2.075040 -3.613164 -0.388706 0.024 0.015 -0.031 -0.82
N 1.980403 -3.317953 0.896610 -0.029 -0.008 0.034 -0.81
N 1.386831 -2.183921 0.985447 -0.099 -0.054 0.021 0.65
N 1.059980 -1.668457 -0.192552 0.065 0.020 -0.126 -0.26
H 1.712447 -3.206869 -2.963377 -0.092 -0.044 0.006 0.29
S -2.428795 3.549415 2.263834 -0.078 0.075 0.127 -0.48
C -1.553678 2.500820 1.397028 0.226 0.010 -0.038 0.40
N -0.874079 1.777656 0.787908 -0.339 -0.130 -0.185 -0.63
N 1.609628 1.538972 1.497120 0.043 -0.004 -0.235 -0.38
C 2.020337 2.492769 1.975878 -0.065 -0.069 0.195 0.20
C 2.419722 3.707318 2.613729 0.042 0.199 0.008 0.31
C 3.743220 4.135771 2.554240 0.000 -0.040 -0.005 -0.43
C 4.098276 5.325593 3.165875 0.018 0.011 0.003 -0.56
C 3.138014 6.083107 3.823459 -0.004 -0.009 -0.007 -0.29
C 1.817818 5.656280 3.868517 -0.009 0.012 0.009 -0.64
C 1.447275 4.466854 3.263857 -0.027 -0.022 -0.020 -0.37
H 4.471766 3.537815 2.023677 0.007 0.008 0.007 0.48
H 5.124346 5.666821 3.123605 0.001 -0.006 -0.005 0.37
H 3.419141 7.016299 4.295307 0.001 -0.001 0.003 0.37
H 1.068206 6.255126 4.368604 -0.004 -0.006 -0.002 0.40
H 0.416602 4.130613 3.267982 -0.001 0.005 0.003 0.27
C -4.035188 -0.161847 -0.617467 0.031 -0.060 -0.030 -1.07
O -2.668885 -0.044292 -0.217063 0.030 0.018 0.002 -0.09
C -1.752493 0.326752 -1.153411 -0.011 -0.087 0.074 -0.13
O -2.108137 0.644082 -2.254735 0.007 0.015 -0.035 -0.62
H -4.380434 -1.140279 -0.287644 -0.006 -0.004 0.005 0.31
H -4.121720 -0.092993 -1.698162 -0.008 0.003 -0.013 0.33
H -4.604467 0.640894 -0.142639 -0.004 -0.010 -0.005 0.32
F -0.131181 3.347876 -1.011487 -0.082 -0.005 0.004 -0.33
C 0.600529 2.243882 -1.199336 0.076 0.213 0.066 0.52
F 2.280305 0.410446 -0.699951 -0.049 -0.029 0.021 -0.77
C 1.825760 2.795331 -1.958276 0.067 -0.069 -0.186 0.59
F 2.592700 1.952887 -2.627392 -0.076 0.129 0.096 -0.19
F 1.467577 3.772205 -2.815867 0.042 -0.082 0.046 -0.31
F 2.618239 3.400074 -1.015725 -0.040 -0.027 -0.065 -0.25
C -1.715711 -1.728152 -5.732155 -0.006 -0.024 -0.002 -1.46
C -2.556780 -2.183222 -4.573422 -0.024 -0.008 -0.007 1.12
C -3.951348 -2.120675 -4.625952 0.008 0.006 -0.009 -0.75
C -4.610388 -2.572991 -3.498664 0.001 -0.012 0.015 -0.17
N -4.003762 -2.995699 -2.403236 0.003 0.013 0.018 -0.58
C -2.639662 -2.970671 -2.397804 0.070 -0.016 -0.093 0.10
S -1.792839 -3.377479 -0.969223 -0.103 -0.101 0.082 -0.48
N -1.917380 -2.622100 -3.505358 -0.032 0.058 0.067 -0.35
H -2.205762 -1.935344 -6.686612 -0.016 0.004 0.003 0.48
H -0.739758 -2.207311 -5.691694 -0.016 0.007 -0.022 0.33
H -1.541639 -0.652492 -5.656040 0.001 -0.011 -0.002 0.23
H -4.481013 -1.748484 -5.493450 0.012 -0.012 -0.006 0.34
H -5.700670 -2.594210 -3.476097 0.000 0.000 0.009 0.36
I 2.637506 -2.224917 4.586233 -0.004 -0.004 -0.007 -0.02
C 0.909704 -1.942911 3.448163 0.020 -0.012 0.022 -0.96
C -0.300065 -2.378031 3.852151 0.027 0.008 -0.022 0.19
C -1.442297 -2.043346 3.084833 -0.016 0.010 -0.005 -1.16
C -1.301104 -1.133613 2.069448 -0.030 0.053 0.059 -0.46
N -0.132821 -0.591394 1.678630 -0.012 0.029 0.008 -0.23
C 1.050452 -1.247595 2.154701 -0.018 -0.065 -0.080 0.15
H -0.401168 -2.935670 4.775825 -0.007 0.004 0.002 0.37
H -2.422080 -2.419191 3.335381 0.005 -0.003 0.007 0.40
H -2.165839 -0.765964 1.544176 0.008 0.002 0.011 0.50
H 1.902810 -0.570608 2.154864 -0.013 0.034 -0.022 0.27
```
Forces are in eV/Å.

Computed properties:
Total energy in eV: -95320.477
HOMO in eV: -1.4
Orbital gap in eV: 4.95
Total charge: -2



(5)
A structure of composition C25H17CuN4 in a non-equilibrium geometry, computed with the ωB97M-V functional and the def2-TZVPD basis.

The geometry in XYZ format:
```
47
Properties=species:S:1:pos:R:3:forces:R:3:mulliken_charge:R:1
Cu -1.487615 0.474317 -0.476771 -0.404 -0.609 -0.417 -0.56
C -3.146660 1.243178 -4.399637 -0.033 0.007 -0.108 -0.67
C -3.055637 1.038059 -3.016126 0.123 -0.048 0.059 0.02
N -2.005165 0.494078 -2.439745 -0.148 0.107 -0.217 -0.49
C -0.956510 0.082371 -3.205375 -0.005 0.019 -0.383 0.83
C -0.981494 0.217836 -4.617128 -0.088 0.000 0.285 1.07
C -2.110769 0.838226 -5.193105 -0.001 0.020 0.062 -0.60
C 0.080644 -0.290992 -5.392613 0.184 -0.099 -0.086 -0.93
C 1.103183 -0.951577 -4.764152 -0.139 0.119 -0.211 -0.94
C 1.151421 -1.094752 -3.372569 -0.062 0.010 0.190 -0.73
C 0.164518 -0.559853 -2.542115 0.278 -0.243 0.032 0.76
N 0.061178 -0.618399 -1.198741 0.054 0.092 -0.088 -0.25
C 0.688771 -1.430465 -0.319254 0.139 -0.040 -0.198 0.26
C 1.964239 -1.986407 -0.386114 -0.104 0.120 -0.101 -0.71
C 2.431587 -2.880229 0.588579 -0.109 -0.090 0.230 -0.78
C 1.660501 -3.252040 1.657441 0.227 -0.109 -0.046 -0.92
C 0.376231 -2.686701 1.810607 -0.177 0.245 -0.125 1.09
C -0.479956 -3.006549 2.886519 -0.014 0.044 -0.064 -0.66
C -1.702145 -2.401797 2.989106 0.069 -0.061 0.136 -0.66
C -2.070575 -1.457498 2.017753 0.096 0.045 -0.029 -0.29
N -1.309516 -1.151401 0.992609 -0.235 -0.095 0.090 -0.27
C -0.100274 -1.751468 0.856362 0.184 -0.249 0.198 0.74
H -4.034655 1.705189 -4.809240 0.022 0.000 -0.031 0.37
H -3.871277 1.325840 -2.364261 0.012 0.029 0.011 0.44
H -2.136805 0.971851 -6.268227 -0.047 0.006 0.002 0.40
H 0.057193 -0.170736 -6.468435 0.016 -0.013 0.010 0.35
H 1.909778 -1.369616 -5.354942 -0.006 -0.008 0.004 0.36
H 1.977014 -1.640456 -2.947422 -0.003 0.033 -0.008 0.11
H 2.634861 -1.707736 -1.183408 -0.039 -0.005 0.001 0.39
H 3.430690 -3.284692 0.480535 -0.002 -0.019 0.012 0.37
H 2.016444 -3.964466 2.391557 0.017 0.020 -0.009 0.36
H -0.149673 -3.735831 3.617011 -0.022 0.014 0.029 0.41
H -2.375974 -2.630200 3.804046 -0.013 0.003 -0.014 0.40
H -3.016968 -0.932693 2.094219 -0.018 -0.033 -0.029 0.45
N -1.183904 1.864387 0.702978 0.393 0.585 0.793 -0.55
C -0.478609 2.190937 1.552291 -0.395 0.168 -0.277 0.58
C 0.374472 2.569711 2.622483 0.462 0.112 0.567 0.43
C 1.335915 3.569324 2.457372 -0.137 -0.008 -0.159 -0.38
C 2.172759 3.897491 3.507581 0.073 0.021 0.089 -0.52
C 2.064891 3.236128 4.723554 -0.049 -0.035 -0.045 -0.35
C 1.110962 2.241041 4.890643 0.053 0.021 0.063 -0.59
C 0.268600 1.904494 3.848215 -0.146 -0.049 -0.183 -0.39
H 1.419794 4.083004 1.508910 -0.008 -0.031 -0.007 0.45
H 2.918440 4.670490 3.378531 -0.013 0.000 -0.021 0.38
H 2.726988 3.491857 5.540132 -0.004 0.012 -0.004 0.38
H 1.026509 1.721845 5.835940 -0.001 0.000 -0.009 0.39
H -0.473403 1.124904 3.964407 0.019 -0.006 0.005 0.45
```
Forces are in eV/Å.

Computed properties:
Total energy in eV: -76801.651
HOMO in eV: -6.1
Orbital gap in eV: 6.12
Total charge: 0



(6)
The ion C4H12NO with charge +1 in a non-equilibrium geometry, computed with the ωB97M-V functional and the def2-TZVPD basis.

The geometry in XYZ format:
```
18
Properties=species:S:1:pos:R:3:forces:R:3:mulliken_charge:R:1
C 0.573985 2.125244 -1.322465 -1.012 -0.892 0.269 -1.26
C -0.107721 0.752480 -1.058197 1.934 1.559 -0.960 -0.42
N 0.754666 -0.173226 -0.176142 -0.380 0.667 0.341 -0.12
C -0.004383 -1.377384 0.146701 -2.310 -2.841 -0.217 -0.80
C -0.458543 -1.523931 1.640499 0.997 -0.254 -1.793 -0.37
O -0.924264 -0.268005 1.978080 0.005 1.453 0.640 -0.52
H -0.168305 2.789518 -1.752026 -0.165 -0.070 -0.315 0.37
H 0.782630 2.570332 -0.383962 0.676 0.597 0.946 0.41
H 1.434507 2.108331 -1.978536 0.186 -0.231 0.041 0.36
H -0.195296 0.314647 -2.023855 -0.324 -0.985 -0.513 0.41
H -1.082021 0.903899 -0.614155 0.090 -0.418 0.495 0.33
H 1.692807 -0.483708 -0.530972 -1.023 1.067 0.072 0.40
H 0.860290 0.365452 0.706785 0.287 -0.384 -0.435 0.41
H 0.372483 -2.284372 -0.309649 1.675 -0.243 0.694 0.51
H -0.879766 -1.502412 -0.500201 -0.537 1.455 0.282 0.31
H 0.444508 -1.814028 2.199262 -0.565 0.090 0.411 0.25
H -1.257466 -2.261145 1.703620 0.383 -0.332 -0.019 0.40
H -1.838114 -0.241697 2.275205 0.083 -0.236 0.060 0.32
```
Forces are in eV/Å.

Computed properties:
Total energy in eV: -7872.776
HOMO in eV: -15.0
Orbital gap in eV: 11.83
SMILES: CC[NH2+]CCO
Total charge: +1



What is the formula in the fourth record? C24H18F5IN14O2S2W